*w*
ORCA calculation (ωB97M-V/def2-TZVPD) on a 2-piece molecular cluster, C3H12NO2 overall.

The LUMO energy comes out at -3.222 eV. For the HOMO-LUMO gap, the calculation gives 11.52 eV. As for the multiplicity: 1. Its total charge is +1. The value obtained for the HOMO energy is -14.75 eV.

XYZ file:
```
18
Properties=species:S:1:pos:R:3:nbo_charge:R:1
C 0.101 0.839 1.241 -0.22
C 0.014 1.824 0.057 -0.45
C -0.062 1.202 -1.391 -0.07
O -0.011 -0.209 -1.332 -0.72
N -0.965 -0.241 1.219 -0.72
H 1.042 0.341 1.442 0.24
H -0.070 1.432 2.154 0.23
H 0.964 2.358 0.064 0.25
H -0.771 2.509 0.285 0.23
H 0.782 1.635 -1.899 0.19
H -0.986 1.487 -1.841 0.18
H -0.603 -0.522 -2.005 0.49
H -1.900 0.038 1.488 0.44
H -0.797 -0.645 0.237 0.49
H -0.684 -1.006 1.832 0.44
H 0.370 -3.383 0.057 0.48
H 1.786 -2.830 0.003 0.49
O 0.882 -2.559 0.046 -0.97
```



*x*
ORCA calculation (ωB97M-V/def2-TZVPD) on a 3-piece molecular cluster, C3H12NO2 overall.

The LUMO energy comes out at -4.999 eV. For the HOMO-LUMO gap, the calculation gives 10.21 eV. As for the multiplicity: 1. Its total charge is +1. The value obtained for the HOMO energy is -15.21 eV.

XYZ file:
```
18
Properties=species:S:1:pos:R:3:nbo_charge:R:1
C -0.009 -0.286 2.461 -0.62
C -0.810 -0.477 1.164 -0.23
C 0.450 0.358 -0.786 0.15
N 0.135 -0.576 0.033 -0.41
H 0.428 -1.190 2.876 0.24
H 0.699 0.529 2.351 0.22
H -0.745 0.125 3.161 0.25
H -1.278 -1.447 1.240 0.23
H -1.546 0.310 1.042 0.24
H 1.514 0.466 -1.000 0.23
H -0.207 1.140 -1.160 0.24
H 0.656 -1.454 -0.019 0.46
H 1.894 -3.104 -1.948 0.49
H 1.390 -2.146 -2.877 0.49
O 1.403 -2.271 -1.912 -0.97
H -1.306 4.126 -1.500 0.50
H -1.650 2.674 -1.797 0.47
O -1.017 3.224 -1.328 -0.96
```



Quick one: least stable of them? *x*



*w*
ORCA calculation (ωB97M-V/def2-TZVPD) on a 2-piece molecular cluster, C6H11ClN2 overall.

The LUMO energy comes out at -1.876 eV. For the HOMO-LUMO gap, the calculation gives 3.14 eV. As for the multiplicity: 1. The value obtained for the HOMO energy is -5.02 eV.

XYZ file:
```
20
Properties=species:S:1:pos:R:3:nbo_charge:R:1
C -1.012 0.380 -3.129 -0.63
C 0.307 0.065 -2.371 -0.22
N 0.088 -0.342 -0.946 -0.30
C -0.622 -1.420 -0.398 -0.03
C -0.402 -1.628 0.983 -0.04
N 0.338 -0.541 1.363 -0.28
C 0.738 0.131 0.219 0.26
C 0.526 -0.137 2.682 -0.45
H -0.856 1.014 -4.002 0.25
H -1.646 1.015 -2.509 0.24
H -1.505 -0.506 -3.528 0.23
H 0.875 0.990 -2.469 0.24
H 1.019 -0.638 -2.802 0.23
H -1.134 -2.091 -1.072 0.24
H -0.828 -2.381 1.630 0.27
H 1.518 0.877 0.168 0.25
H -0.427 -0.163 3.211 0.25
H 0.692 0.933 2.808 0.26
H 1.370 -0.675 3.113 0.24
Cl 0.963 5.118 7.048 -1.00
```



*x*
ORCA calculation (ωB97M-V/def2-TZVPD) on one molecule with the formula C6H11ClN2.

The LUMO energy (spin up / spin down) comes out at 0.849 / 0.849 eV. For the HOMO-LUMO gap (spin up / spin down), the calculation gives 7.65 / 7.66 eV. The SMILES is CC1=C(Cl)N(C)N[C@H]1C. As for the multiplicity: 1. The value obtained for the HOMO energy (spin up / spin down) is -6.80 / -6.81 eV.

XYZ file:
```
20
Properties=species:S:1:pos:R:3:nbo_charge:R:1
C -0.052 -1.077 0.326 -0.06
C 1.305 -0.292 -0.217 0.07
C -1.058 0.019 0.256 -0.10
C -0.265 -2.486 0.574 -0.68
C -2.059 0.115 -0.961 -0.65
C 2.048 1.951 0.234 -0.40
N -0.334 1.369 0.317 -0.46
N 1.008 1.109 -0.296 -0.29
Cl 2.801 -0.872 -0.516 0.10
H -1.751 -0.180 1.145 0.19
H 0.364 -2.774 1.451 0.23
H 0.074 -3.166 -0.215 0.23
H -1.279 -2.789 0.911 0.23
H -1.396 0.479 -1.878 0.21
H -3.012 0.780 -0.796 0.21
H -2.520 -0.839 -1.299 0.21
H 1.697 2.892 0.244 0.20
H 2.368 1.730 1.261 0.18
H 2.833 1.894 -0.421 0.20
H -0.770 2.139 -0.120 0.37
```



Quick one: least stable of them? *x*



*w*
ORCA calculation (ωB97M-V/def2-TZVPD) on a 2-piece molecular cluster, CH3NO2S2 overall.

The LUMO energy (spin up / spin down) comes out at -0.123 / -0.703 eV. For the HOMO-LUMO gap (spin up / spin down), the calculation gives 7.55 / 7.57 eV. As for the multiplicity: 1. The value obtained for the HOMO energy (spin up / spin down) is -7.67 / -8.27 eV.

XYZ file:
```
9
Properties=species:S:1:pos:R:3:nbo_charge:R:1
C 0.161 -1.241 0.006 -0.47
N 0.541 1.449 -0.059 0.18
O -0.528 2.009 0.543 -0.57
O 0.256 1.148 -1.347 -0.54
S -0.443 -1.293 -1.425 0.19
S 0.810 -2.159 1.275 0.14
H -0.218 2.534 1.275 0.49
H -0.804 1.025 -1.582 0.47
H 0.225 -3.473 1.314 0.11
```



*x*
ORCA calculation (ωB97M-V/def2-TZVPD) on CH3NO2S2 as an isolated structure.

The LUMO energy (spin up / spin down) comes out at -0.239 / -0.239 eV. For the HOMO-LUMO gap (spin up / spin down), the calculation gives 8.71 / 8.71 eV. As for the multiplicity: 1. The value obtained for the HOMO energy (spin up / spin down) is -8.95 / -8.95 eV.

XYZ file:
```
9
Properties=species:S:1:pos:R:3:nbo_charge:R:1
C -0.510 0.508 0.097 0.55
N -1.448 1.159 -0.634 -0.77
O -0.091 -0.632 -0.198 -0.62
O 2.137 -0.740 1.547 -0.89
S 2.261 -2.515 -0.664 -0.36
S 1.403 -1.828 0.897 1.15
H -0.315 1.137 0.893 0.14
H -1.856 0.774 -1.413 0.40
H -1.581 2.139 -0.524 0.40
```



*y*
ORCA calculation (ωB97M-V/def2-TZVPD) on a 2-piece molecular cluster, CH3NO2S2 overall.

The LUMO energy (spin up / spin down) comes out at -2.005 / -2.008 eV. For the HOMO-LUMO gap (spin up / spin down), the calculation gives 7.03 / 7.03 eV. As for the multiplicity: 1. The value obtained for the HOMO energy (spin up / spin down) is -9.04 / -9.04 eV.

XYZ file:
```
9
Properties=species:S:1:pos:R:3:nbo_charge:R:1
C 0.897 0.565 1.348 0.11
N 0.672 -0.478 0.664 0.20
O 1.127 -1.700 1.180 -0.53
O 0.620 -0.328 -0.598 -0.49
S 0.399 2.021 1.725 0.25
S -1.851 0.665 -2.285 -0.35
H 1.819 -2.020 0.606 0.49
H -2.702 1.096 -1.314 0.13
H -0.980 0.180 -1.326 0.19
```



Quick one: least stable of them? *w*



*w*
ORCA calculation (ωB97M-V/def2-TZVPD) on a 6-piece molecular cluster, CH13O5S overall.

The LUMO energy (spin up / spin down) comes out at 0.249 / -3.593 eV. For the HOMO-LUMO gap (spin up / spin down), the calculation gives 11.19 / 6.96 eV. As for the multiplicity: 2. The value obtained for the HOMO energy (spin up / spin down) is -10.94 / -10.56 eV.

XYZ file:
```
20
Properties=species:S:1:pos:R:3:nbo_charge:R:1
C 0.744 1.598 -1.883 -0.82
S 1.373 0.385 -0.741 0.09
H 0.001 2.251 -1.445 0.26
H 0.299 1.094 -2.731 0.23
H 1.498 2.270 -2.246 0.27
H 0.346 -1.685 -1.280 0.46
H -1.005 -2.310 -1.134 0.48
O -0.078 -2.558 -1.257 -0.96
H -1.402 0.094 -0.726 0.45
H -2.082 -0.344 0.590 0.50
O -2.254 -0.102 -0.330 -0.96
H -0.792 2.541 1.386 0.47
H 0.501 1.965 0.850 0.46
O 0.160 2.702 1.375 -0.94
H -0.287 0.315 2.246 0.48
H -0.320 -1.161 1.896 0.49
O -0.892 -0.434 2.190 -0.97
H 1.174 -2.929 0.954 0.49
H 1.548 -1.514 0.793 0.46
O 1.470 -2.180 1.492 -0.94
```



*x*
ORCA calculation (ωB97M-V/def2-TZVPD) on a 6-piece molecular cluster, CH13O5S overall.

The LUMO energy (spin up / spin down) comes out at 0.183 / -3.271 eV. For the HOMO-LUMO gap (spin up / spin down), the calculation gives 10.71 / 6.87 eV. As for the multiplicity: 2. The value obtained for the HOMO energy (spin up / spin down) is -10.52 / -10.14 eV.

XYZ file:
```
20
Properties=species:S:1:pos:R:3:nbo_charge:R:1
C 2.034 -0.203 0.334 -0.79
S 1.294 -0.132 -1.350 0.08
H 2.862 -0.944 0.266 0.24
H 2.288 0.891 0.617 0.26
H 1.320 -0.603 1.061 0.26
H 0.468 -3.945 0.096 0.50
H 1.230 -2.599 -0.555 0.47
O 1.140 -3.166 0.281 -0.97
H 0.718 3.842 2.364 0.46
H -0.407 3.684 3.284 0.47
O 0.450 4.078 3.248 -0.93
H -1.313 -0.451 1.073 0.48
H -0.551 0.039 -0.298 0.47
O -1.281 0.270 0.454 -0.99
H -2.559 2.640 -1.240 0.45
H -2.648 1.981 -0.038 0.48
O -3.299 2.277 -0.707 -0.93
H 0.019 -2.036 -2.729 0.47
H -0.998 -2.953 -3.530 0.48
O -0.768 -2.668 -2.633 -0.95
```



Quick one: least stable of them? *x*